This record from the Open Molecules 2025 dataset describes a structure of composition C6H8NaO6Tl. The level of theory is ωB97M-V/def2-TZVPD.

```
! wB97M-V def2-TZVPD RIJCOSX def2/J DEFGRID3
* xyz 0 1
O 0.875 -1.173 0.259
O -1.211 -0.995 -2.701
C -0.352 -1.510 0.868
C -1.512 -1.679 -0.097
O -1.951 -0.445 -0.670
C -1.850 -0.157 -2.042
H -0.599 -0.745 1.625
H -0.274 -2.463 1.424
H -2.364 -2.092 0.464
H -1.249 -2.394 -0.889
O 1.249 1.125 -0.827
C 0.358 2.208 -0.535
C -0.018 1.949 0.920
O 1.067 1.141 1.396
C 1.659 0.511 0.349
H 0.902 3.152 -0.669
H -0.498 2.144 -1.216
H -0.952 1.377 0.995
H -0.063 2.856 1.530
O 2.860 0.150 0.415
Tl 3.001 -2.015 1.461
Na 0.920 -0.946 -2.061
*
```

Computed properties:
- orbital gap (eV) = 5.42

Mulliken population analysis, charges in e, atoms 1 to 2: -0.711, -0.561


This record from the Open Molecules 2025 dataset describes a structure of composition C6H8O2. The level of theory is ωB97M-V/def2-TZVPD.

```
! wB97M-V def2-TZVPD RIJCOSX def2/J DEFGRID3
* xyz 0 1
C -0.572 0.800 -0.673
C -1.008 -0.189 0.389
C 0.092 -0.119 1.443
C 1.204 -0.593 0.240
C 0.438 -1.484 -0.651
C 0.665 -0.046 -1.009
H -0.668 3.005 -0.772
H -1.145 0.883 -1.550
H -1.903 0.146 0.751
H -0.070 -1.205 1.776
H 0.095 0.788 2.174
H 2.189 -0.584 0.456
H 0.694 -2.584 -0.851
H 1.396 0.526 -1.675
O -0.523 2.143 0.091
O -0.885 -1.486 -0.138
*
```

Computed properties:
- orbital gap (eV) = 9.83

Mulliken population analysis, charges in e, atoms 1 to 2: 0.103, -0.532


This record from the Open Molecules 2025 dataset describes an isolated molecule of C6H8O2. The level of theory is ωB97M-V/def2-TZVPD.

```
! wB97M-V def2-TZVPD RIJCOSX def2/J DEFGRID3
* xyz 0 1
C 0.681 -0.283 1.461
C 0.281 0.585 0.450
C -0.464 1.858 0.671
C 0.128 -0.132 -0.785
C 0.503 0.196 -2.023
C -0.078 -1.585 -0.235
O 0.529 -2.555 -0.689
O -1.391 -1.720 0.187
H 0.441 -0.026 2.490
H 1.610 -0.843 1.398
H -0.107 2.367 1.571
H -1.525 1.635 0.830
H -0.394 2.515 -0.199
H 0.922 1.170 -2.255
H 0.490 -0.551 -2.811
H -1.624 -2.631 -0.061
*
```

Computed properties:
- orbital gap (eV) = 8.48

Mulliken population analysis, charges in e, atoms 1 to 2: -1.048, 0.841


This record from the Open Molecules 2025 dataset describes an isolated molecule of C6H8O2. The level of theory is ωB97M-V/def2-TZVPD.

```
! wB97M-V def2-TZVPD RIJCOSX def2/J DEFGRID3
* xyz 0 1
C 1.685 0.047 1.784
C 1.127 -0.021 0.515
O 0.767 -1.243 0.222
C -0.741 -1.332 0.204
C -1.621 -0.454 -0.704
C -0.987 0.828 -0.413
O -0.394 1.907 -1.070
C 0.427 0.763 -0.630
H 1.876 -1.172 1.943
H 1.986 1.137 1.981
H -0.693 -2.384 -0.077
H -1.119 -1.281 1.233
H -1.288 -0.640 -1.815
H -2.632 -0.838 -0.301
H -1.058 0.950 0.708
H 0.609 -0.062 -1.428
*
```

Computed properties:
- orbital gap (eV) = 9.87

Mulliken population analysis, charges in e, atoms 1 to 2: -0.788, 0.404


This record from the Open Molecules 2025 dataset describes an isolated molecule of C6H8O2. The level of theory is ωB97M-V/def2-TZVPD.

```
! wB97M-V def2-TZVPD RIJCOSX def2/J DEFGRID3
* xyz 0 1
C 1.161 1.693 -0.589
C 1.227 0.474 -0.094
C 1.813 -0.823 0.014
C 0.517 -0.378 0.815
C -0.754 -0.938 0.310
C -1.805 0.296 0.055
O -1.959 1.220 0.994
O -2.580 -0.429 -0.910
H 0.186 2.200 -0.054
H 1.869 2.266 -1.288
H 1.630 -1.667 -0.850
H 3.070 -0.842 0.282
H 0.691 -0.134 1.822
H -1.402 -1.508 1.047
H -0.384 -1.545 -0.739
H -3.281 0.115 -0.815
*
```

Computed properties:
- orbital gap (eV) = 9.89

Mulliken population analysis, charges in e, atoms 1 to 2: -0.596, 0.537


This record from the Open Molecules 2025 dataset describes an isolated molecule of C6H8O2. The level of theory is ωB97M-V/def2-TZVPD.

```
! wB97M-V def2-TZVPD RIJCOSX def2/J DEFGRID3
* xyz 0 1
C 1.002 0.252 -1.318
C 0.412 -0.873 -1.420
C -0.391 -1.196 -0.003
C 0.660 -0.550 0.796
C 0.876 0.665 0.047
O -0.322 1.665 0.005
C -1.418 0.981 0.606
O -1.590 -0.570 0.292
H 1.584 0.981 -1.938
H 0.180 -1.289 -2.327
H -0.615 -2.259 0.148
H 0.210 -0.389 1.749
H 1.348 -1.307 1.245
H 1.697 1.215 0.253
H -1.279 1.367 1.738
H -2.356 1.308 0.126
*
```

Computed properties:
- orbital gap (eV) = 10.52

Mulliken population analysis, charges in e, atoms 1 to 2: -0.142, -0.861


This record from the Open Molecules 2025 dataset describes an isolated molecule of C6H8O2. The level of theory is ωB97M-V/def2-TZVPD.

```
! wB97M-V def2-TZVPD RIJCOSX def2/J DEFGRID3
* xyz 0 1
C -2.802 0.032 0.479
C -1.443 -0.315 0.116
C -0.486 -0.796 -0.451
C 0.928 -1.067 -0.632
O 1.364 -2.274 -0.095
C 1.398 0.150 0.292
C 1.375 1.505 -0.354
O 2.016 -0.130 1.295
H -3.450 -0.841 0.409
H -2.827 0.404 1.503
H -3.189 0.802 -0.189
H 1.231 -0.963 -1.679
H 1.755 -2.065 0.774
H 0.861 2.194 0.315
H 2.396 1.866 -0.465
H 0.874 1.498 -1.318
*
```

Computed properties:
- orbital gap (eV) = 10.13

Mulliken population analysis, charges in e, atoms 1 to 2: -1.259, 0.500


This record from the Open Molecules 2025 dataset describes an isolated molecule of C6H8O2. The level of theory is ωB97M-V/def2-TZVPD.

```
! wB97M-V def2-TZVPD RIJCOSX def2/J DEFGRID3
* xyz 0 1
C -2.375 -0.027 -0.014
C -0.992 -0.633 -0.381
O 0.035 -1.556 0.002
C 1.030 -0.591 0.368
C 2.348 0.006 0.008
C 1.031 0.651 -0.394
O -0.018 1.561 0.006
C -1.028 0.596 0.397
H -3.017 0.309 -0.834
H -3.076 -0.300 0.801
H -0.909 -0.351 -1.435
H 0.919 -0.464 1.475
H 2.935 -0.341 -0.858
H 2.992 0.300 0.841
H 0.880 0.380 -1.439
H -0.946 0.410 1.481
*
```

Computed properties:
- orbital gap (eV) = 10.89

Mulliken population analysis, charges in e, atoms 1 to 2: -0.699, 0.086


Table of largest force on an atom (eV Å⁻¹), in record order: 1.04, 6.10, 5.53, 4.84, 8.22, 4.91, 3.35, 2.48
Table of HOMO energy (eV), in record order: -6.263, -9.372, -8.814, -8.993, -9.576, -9.561, -9.410, -9.857
Table of energy above the lowest of the compared OMol25 structures with the same formula, charge and spin (kJ/mol), in record order: 0.0, 508.3, 290.4, 711.0, 573.3, 458.4, 237.7, 636.0